1.
# C12H14NO2

A cluster of 2 separate species, C12H14NO2 in total in a non-equilibrium geometry (the ωB97M-V functional and the def2-TZVPD basis, OMol25).

Computed properties:
- calculated total energy (eV) = -18258.2357
- strongest force on any atom (eV/A) = 1.3
- total charge = -1
- LUMO (hartree) = 0.11183
- ΔE to the lowest compared entry with this formula, charge and spin (kcal per mole) = 9.5

```
29
Properties=species:S:1:pos:R:3:forces:R:3
C -2.35435 -0.89101 -3.84058 -0.6 0.0 0.1
C -1.11797 -0.09486 -0.41563 0.3 0.1 -0.1
C -1.37683 -1.04044 -1.41669 -0.6 -0.1 0.3
C -1.98345 -0.32588 -2.50336 0.3 0.1 -0.5
C -2.00028 0.99358 -2.14063 -0.7 0.1 0.3
C -0.57780 -0.43692 0.81658 0.0 -0.1 0.6
C -0.28020 -1.76494 1.01699 0.4 0.1 -0.3
C -0.52844 -2.75368 0.02848 0.0 0.8 1.1
C -1.15963 -2.40044 -1.13851 0.4 -0.2 -0.8
N -1.47920 1.13257 -0.88335 0.0 0.1 0.7
H -0.43431 0.30456 1.59973 0.1 0.0 -0.3
H 0.24379 -2.03464 1.92888 -0.2 -0.1 0.0
H -1.32908 1.95584 -0.31417 0.0 0.1 -0.3
H -0.20116 -3.73024 0.34400 -0.3 -0.5 -0.6
H -2.55179 1.81611 -2.58238 0.5 0.0 -0.2
H -1.43325 -3.11288 -1.91218 0.2 -0.2 0.2
H -3.37296 -0.64871 -4.15250 0.0 0.3 0.1
H -2.34367 -1.97554 -3.82773 0.3 -0.2 0.0
H -1.69449 -0.54428 -4.62885 0.2 0.0 -0.1
C 2.41376 1.25856 1.89445 0.0 0.3 0.1
C 3.67440 1.19527 2.75718 -0.1 0.5 0.6
C 1.38457 2.32368 2.39580 0.0 -0.3 0.2
O 1.54061 2.73896 3.56145 0.0 0.1 -0.1
O 0.46522 2.61343 1.58798 -0.1 -0.1 -0.2
H 2.64361 1.49018 0.84900 0.0 -0.1 0.1
H 1.90035 0.29083 1.90290 0.0 0.1 -0.1
H 3.55824 0.52070 3.61544 0.1 -0.2 -0.4
H 3.81627 2.15868 3.26466 0.0 0.0 -0.4
H 4.57805 0.96153 2.19304 0.0 -0.2 0.0
```
Forces are in eV/Å.

Atom charges from the Mulliken analysis, given in e for atoms 1 to 8: -1.32 -0.16 1.11 0.55 -0.79 -0.86 -0.35 -0.75



2.
# C10H20Cl10

A cluster of 5 separate species, C10H20Cl10 in total in a non-equilibrium geometry (the ωB97M-V functional and the def2-TZVPD basis, OMol25).

Computed properties:
- calculated total energy (eV) = -135919.1644
- strongest force on any atom (eV/A) = 2.5
- total charge = 0
- LUMO (hartree) = 0.01426
- SMILES string = ClCCCl.ClCCCl.ClCCCl.ClCCCl.ClCCCl
- ΔE to the lowest compared entry with this formula, charge and spin (kcal per mole) = 17.0

```
40
Properties=species:S:1:pos:R:3:forces:R:3
Cl 2.25114 0.63111 -1.20369 1.0 0.3 0.1
C 0.49830 0.66071 -1.30459 -0.4 -1.5 2.0
C -0.05573 0.75613 0.18017 0.5 1.3 -1.3
Cl -1.81474 1.13754 0.06348 0.3 -0.2 0.3
H 0.29362 -0.36743 -1.60312 -0.6 0.4 -0.7
H 0.20039 1.44561 -1.99978 -0.3 -0.2 0.4
H 0.47181 1.57174 0.67473 -0.4 0.3 -0.1
H 0.11153 -0.09575 0.83927 -0.2 -0.3 -0.6
Cl 0.52666 -1.47846 -5.25989 -0.3 0.4 0.0
C 0.14415 -3.11195 -4.67545 0.6 -0.2 0.4
C 0.65416 -3.30154 -3.23665 0.3 -0.2 0.0
Cl 2.44003 -3.05901 -3.15305 -0.3 0.0 0.0
H 0.67914 -3.74019 -5.38763 -0.1 -0.3 0.4
H -0.92651 -3.28606 -4.78260 0.1 0.1 0.2
H 0.51229 -4.30137 -2.82638 -0.2 -0.1 -0.5
H 0.21175 -2.64116 -2.49081 -0.1 0.3 -0.4
Cl -2.19909 -1.47601 2.69498 0.2 -1.3 0.3
C -1.48332 -3.12416 3.17572 0.3 1.2 -0.1
C -0.50899 -3.58614 2.10251 -0.2 0.1 -0.2
Cl 0.88926 -2.46764 1.88137 -0.3 -0.4 0.2
H -2.27549 -3.84874 3.36426 -0.1 0.2 -0.4
H -0.99926 -2.92257 4.13131 0.2 -0.1 -0.2
H -0.98851 -3.64763 1.12558 -0.1 0.1 0.1
H -0.12460 -4.58477 2.31009 0.1 0.1 0.3
Cl 4.34830 2.56480 5.98468 0.2 0.4 1.3
C 3.97930 2.38588 4.31094 0.1 0.3 -1.7
C 3.05068 1.20339 4.12066 0.4 0.5 0.9
Cl 2.76209 0.96070 2.42096 -0.1 -0.3 -0.9
H 4.92390 2.28210 3.77703 0.0 -0.5 0.0
H 3.56553 3.29393 3.87237 -0.3 0.1 0.4
H 2.09000 1.41133 4.59177 0.1 -0.2 0.1
H 3.54776 0.34799 4.57816 -0.4 -0.2 -0.2
Cl -1.29644 3.81817 -2.60274 -0.4 -0.2 -0.6
C -3.03544 3.48854 -2.94958 -0.5 0.0 1.5
C -3.84164 3.90812 -1.68579 0.7 0.8 -1.3
Cl -3.72354 5.73417 -1.46856 -0.3 -1.1 0.0
H -3.21998 2.41930 -3.05341 0.5 -0.1 0.0
H -3.36464 3.95166 -3.87976 0.2 0.4 0.3
H -3.40901 3.43875 -0.80226 -0.1 0.2 -0.1
H -4.88471 3.62885 -1.83448 0.0 0.2 0.2
```
Forces are in eV/Å.

Atom charges from the Mulliken analysis, given in e for atoms 1 to 8: -0.21 0.21 0.04 -0.24 -0.14 0.18 0.24 -0.08



3.
# C4H6ClF

An isolated molecule of C4H6ClF in a non-equilibrium geometry (the ωB97M-V functional and the def2-TZVPD basis, OMol25).

Computed properties:
- calculated total energy (eV) = -19484.3376
- strongest force on any atom (eV/A) = 2.4
- total charge = 0
- LUMO (hartree) = 0.03845
- SMILES string = F[C@H]1CC[C@@H]1Cl
- ΔE to the lowest compared entry with this formula, charge and spin (kcal per mole) = 9.3

```
12
Properties=species:S:1:pos:R:3:forces:R:3
F 0.75253 -2.11298 -0.16674 -0.6 0.3 0.4
C 0.24070 -0.90792 0.35063 0.6 -2.2 0.6
C 1.09481 0.25786 0.06896 -1.5 1.8 0.2
C -0.25058 1.08535 -0.06509 0.2 0.7 -0.5
C -0.90211 -0.30194 -0.35680 -0.3 1.1 -1.1
Cl -2.56716 -0.69610 0.05799 0.0 0.1 0.2
H 0.06644 -1.01807 1.42156 -0.1 -0.3 0.0
H 1.65699 0.56576 0.91585 1.3 0.3 0.1
H 1.51708 0.21618 -0.91385 0.9 -0.1 -0.2
H -0.22801 1.96267 -0.80087 -0.4 -1.6 0.8
H -0.61850 1.45210 0.89081 0.2 0.1 0.1
H -0.76217 -0.50291 -1.40246 -0.2 -0.2 -0.6
```
Forces are in eV/Å.

Atom charges from the Mulliken analysis, given in e for atoms 1 to 8: -0.35 0.14 -0.63 -0.57 -0.12 -0.20 0.30 0.29



4.
# C41H37Cl2CoN5O4

A structure of composition C41H37Cl2CoN5O4 in a non-equilibrium geometry (the ωB97M-V functional and the def2-TZVPD basis, OMol25).

Computed properties:
- calculated total energy (eV) = -121432.3502
- strongest force on any atom (eV/A) = 1.5
- total charge = 0
- LUMO (alpha / beta) (hartree) = 0.01415 / 0.01389
- ΔE to the lowest compared entry with this formula, charge and spin (kcal per mole) = 0.0
- 2S+1 = 2

```
90
Properties=species:S:1:pos:R:3:forces:R:3
Co 0.61031 -1.21808 0.72492 0.6 -1.3 0.6
C 1.80662 -3.50334 -0.78403 -0.1 -0.1 0.2
C 2.67018 -3.91946 0.40887 -0.1 0.1 0.0
C 3.35927 -2.81398 1.15802 -0.2 -0.1 0.0
C 4.73658 -2.80849 1.30449 0.2 -0.1 -0.1
C 5.33744 -1.80724 2.04559 0.1 0.0 0.0
C 4.53697 -0.84337 2.63106 0.0 0.0 0.1
C 3.16908 -0.91826 2.43338 -0.1 -0.2 -0.1
N 2.58333 -1.88529 1.71321 0.3 0.6 0.0
N 0.43029 -3.03265 -0.42549 0.1 0.5 0.2
C -0.25747 -2.72716 -1.70770 0.1 -0.1 -0.1
C -1.61238 -2.04896 -1.66898 -0.1 -0.2 0.3
C -1.96700 -1.24766 -2.74797 0.0 -0.1 -0.3
C -3.19199 -0.61655 -2.74171 0.0 0.1 -0.2
C -4.02609 -0.78507 -1.64791 -0.1 0.0 0.2
C -3.59844 -1.61215 -0.62402 0.2 -0.1 0.0
N -2.42352 -2.25620 -0.63975 0.0 0.0 0.0
C -0.27913 -4.12870 0.30436 0.0 0.3 -0.2
C -0.52251 -3.83317 1.75180 0.1 0.1 -0.1
C -1.12941 -4.76571 2.58582 0.0 -0.1 0.1
C -1.37443 -4.42005 3.90093 0.0 -0.1 0.0
C -0.98867 -3.16009 4.34923 -0.1 -0.1 0.0
C -0.37903 -2.30819 3.45780 0.2 0.1 -0.1
N -0.15307 -2.64088 2.18064 -0.2 0.8 0.1
H 1.70212 -4.37268 -1.43974 -0.1 -0.1 -0.1
H 2.30774 -2.72028 -1.34090 0.0 0.0 0.0
H 3.43069 -4.60527 0.04323 0.0 -0.1 -0.1
H 2.06717 -4.48026 1.12774 0.0 -0.1 0.0
H 5.33078 -3.57770 0.82424 0.0 0.0 0.0
H 6.41658 -1.77606 2.15446 -0.1 0.0 0.0
H 4.95626 -0.04008 3.22560 0.0 -0.1 -0.1
H 2.50597 -0.17243 2.85217 0.0 0.0 -0.1
H -0.35822 -3.66488 -2.26490 0.0 -0.1 -0.1
H 0.41200 -2.08867 -2.28807 0.0 0.0 0.1
H -1.27086 -1.09873 -3.56890 -0.1 0.0 0.1
H -3.48405 0.01728 -3.57268 0.0 0.0 0.1
H -4.98326 -0.28095 -1.58559 0.1 -0.1 0.0
H -4.21497 -1.76936 0.25454 0.0 0.0 0.0
H 0.28603 -5.05476 0.21199 0.1 -0.1 -0.1
H -1.24565 -4.29683 -0.14828 -0.2 0.0 -0.2
H -1.40219 -5.74078 2.19595 0.0 0.1 0.0
H -1.86124 -5.12076 4.57142 0.1 0.1 -0.1
H -1.16316 -2.84349 5.36868 0.0 0.0 0.0
H -0.03679 -1.32369 3.76021 -0.1 -0.1 -0.1
Cl 2.84509 1.68628 -6.04999 0.0 -0.1 0.1
C 2.59882 0.97897 -4.47096 0.3 -0.1 -0.2
C 3.61125 0.19684 -3.89941 0.1 0.0 0.0
C 3.45078 -0.35352 -2.65458 -0.1 0.0 0.0
Cl 4.74553 -1.30874 -1.98959 -0.1 0.0 0.0
C 2.26216 -0.17223 -1.86266 0.0 0.1 0.5
O 2.16104 -0.65769 -0.68103 -0.1 0.3 -0.6
C 1.25589 0.60159 -2.52036 -0.1 0.0 0.0
C -0.02907 0.80396 -1.89995 0.1 0.1 0.1
O -0.38587 0.29752 -0.84992 -0.3 0.2 0.1
C 1.43935 1.17196 -3.78940 -0.3 0.1 0.1
H 4.52960 0.02537 -4.44561 0.0 0.0 0.0
H -0.73626 1.45700 -2.44974 0.1 0.0 0.0
H 0.63836 1.76883 -4.22142 0.1 -0.1 0.1
C 0.22214 5.35589 -2.30568 -0.1 0.0 0.0
C -1.04991 4.59136 -1.99173 0.1 0.0 0.0
C -2.09549 4.61971 -2.91344 0.0 0.0 0.0
C -3.25638 3.89006 -2.69636 0.0 0.0 0.1
C -3.38122 3.13866 -1.53871 0.0 -0.1 0.1
C -2.34990 3.09534 -0.60126 0.0 -0.1 0.1
N -2.52746 2.21977 0.51926 0.2 0.2 0.1
C -2.13433 2.56450 1.82418 -0.2 0.0 -0.3
C -2.53410 3.79002 2.36130 0.0 0.1 0.0
C -2.16109 4.15875 3.64389 0.0 0.0 0.0
C -1.38254 3.31203 4.42540 0.0 0.0 0.0
C -0.95924 2.10474 3.88890 0.0 0.0 0.0
C -1.33344 1.71709 2.60685 0.2 0.0 -0.1
C -0.77834 0.46605 1.99364 0.5 0.0 -0.2
O -1.51406 -0.35749 1.43665 -0.4 0.4 0.3
O 0.51751 0.30375 2.00175 -0.9 -0.2 -0.5
C -1.16588 3.82217 -0.82005 0.1 0.0 0.0
C -0.00843 3.71876 0.14690 0.0 0.0 -0.1
H 0.16399 5.79169 -3.30417 0.0 0.0 0.1
H 1.09949 4.70450 -2.27968 -0.1 0.0 0.0
H 0.39948 6.16913 -1.59397 0.0 -0.1 0.0
H -1.99216 5.22042 -3.81355 0.0 -0.1 0.1
H -4.06772 3.92517 -3.41662 0.1 0.0 0.1
H -4.28281 2.57077 -1.32899 0.1 0.1 0.0
H -2.39868 1.24133 0.29857 0.1 -0.1 0.0
H -3.13759 4.45411 1.74729 0.1 -0.1 0.1
H -2.48930 5.11385 4.04224 0.0 -0.1 0.0
H -1.09538 3.59946 5.43076 0.0 0.0 -0.1
H -0.31109 1.45125 4.46435 0.0 0.0 -0.1
H -0.24035 4.18681 1.10662 0.0 0.0 -0.1
H 0.88434 4.20182 -0.24738 -0.1 -0.1 0.0
H 0.24138 2.67345 0.35393 -0.1 0.1 0.0
```
Forces are in eV/Å.

Atom charges from the Mulliken analysis, given in e for atoms 1 to 8: 1.47 -1.18 -1.25 0.81 -0.89 -0.42 -1.15 -0.57



5.
# C5H11InNP

A structure of composition C5H11InNP in a non-equilibrium geometry (the ωB97M-V functional and the def2-TZVPD basis, OMol25).

Computed properties:
- calculated total energy (eV) = -21310.2822
- strongest force on any atom (eV/A) = 2.8
- total charge = 0
- LUMO (alpha / beta) (hartree) = 0.00667 / 0.00670

```
19
Properties=species:S:1:pos:R:3:forces:R:3
C -0.38472 0.19978 -2.31272 0.2 1.0 -0.4
C -1.19784 1.17519 -1.65156 1.4 0.6 -0.7
C -0.31757 2.09502 -0.98950 0.5 0.0 -1.6
C 1.03617 1.69403 -1.25590 -1.4 0.1 -0.4
C 0.99216 0.51892 -2.07097 -1.0 0.2 0.1
In -0.06587 -0.14214 0.11253 -1.2 2.1 -0.2
P -0.06822 -2.54262 0.42438 0.2 -2.8 -0.1
H -0.74745 -0.64549 -2.88500 0.1 0.1 0.0
H -2.26850 1.23188 -1.68163 -0.2 -0.1 0.1
H -0.61992 2.96176 -0.41938 0.0 -0.1 0.0
H 1.84260 -0.00775 -2.46927 0.1 -0.1 0.0
H 1.92292 2.21782 -0.95054 0.1 0.0 0.1
H 1.19664 -3.12419 -0.10046 -1.0 -0.7 0.6
H -1.26866 -3.09564 -0.25712 1.2 -0.1 0.9
H -0.16511 -2.74009 1.88483 0.0 -0.6 -1.2
N 0.35358 0.15630 2.30909 0.8 0.6 1.5
H 1.19891 -0.39468 2.47608 -0.1 0.4 0.6
H -0.47883 -0.26174 2.72854 0.2 0.3 0.3
H 0.45901 1.17163 2.49579 0.0 -1.1 0.2
```
Forces are in eV/Å.

Atom charges from the Mulliken analysis, given in e for atoms 1 to 8: -0.51 -0.27 -0.51 -0.50 -0.45 -0.15 -0.02 0.42



6.
# C23H24AsN5O3S3Ti

A structure of composition C23H24AsN5O3S3Ti in a non-equilibrium geometry (the ωB97M-V functional and the def2-TZVPD basis, OMol25).

Computed properties:
- calculated total energy (eV) = -154290.0952
- strongest force on any atom (eV/A) = 3.0
- total charge = +1
- LUMO (alpha / beta) (hartree) = -0.12325 / -0.12783
- ΔE to the lowest compared entry with this formula, charge and spin (kcal per mole) = 8.4
- 2S+1 = 2

```
60
Properties=species:S:1:pos:R:3:forces:R:3
Ti 0.19045 0.37408 0.20920 -0.9 -0.1 -0.2
N 4.58693 1.01348 -0.40091 1.0 -0.3 0.2
C 3.32296 0.61789 -0.28991 -1.1 -1.0 -0.4
S 2.03460 1.78801 -0.41245 0.2 0.4 0.1
N 3.11882 -0.67405 -0.16762 -1.0 0.7 0.2
N 1.74674 -0.96410 -0.08271 1.6 -2.5 0.1
C 1.51055 -2.26164 -0.09104 -1.3 1.1 0.6
C 2.54843 -3.27337 -0.23290 0.2 -0.2 -0.7
C 3.21450 -3.28338 -1.47133 -0.3 0.0 0.5
C 4.33165 -4.08066 -1.59775 0.3 -0.6 -1.1
C 4.74140 -4.93195 -0.54879 -1.3 1.3 -0.5
C 4.01433 -4.93145 0.62399 0.0 -1.0 0.7
C 2.86991 -4.16476 0.78525 0.7 1.3 -0.3
C 0.08041 -2.67883 0.01921 0.5 1.3 0.4
C -0.32336 -3.98427 -0.16954 0.1 -0.5 -0.5
C -1.68604 -4.20816 -0.30377 -1.2 0.2 1.6
C -2.59085 -3.16100 -0.01276 0.9 0.3 -0.7
C -2.10736 -1.86038 0.22930 0.6 -0.8 2.0
N -0.77611 -1.66584 0.30907 0.2 0.0 -1.4
H 4.84695 1.84775 -0.87053 -0.1 0.7 -0.1
H 5.27127 0.27403 -0.43756 0.0 -0.1 0.0
H 2.78696 -2.68233 -2.29427 0.7 -0.3 0.5
H 4.83182 -4.07482 -2.59085 -0.2 -0.2 1.0
H 5.55502 -5.59046 -0.66477 0.9 -0.5 -0.1
H 4.32325 -5.57732 1.45005 -0.1 0.2 -0.3
H 2.38832 -4.06422 1.74759 -0.2 -0.3 0.0
H 0.44584 -4.77037 -0.21171 -0.6 0.4 -0.3
H -2.15215 -5.20549 -0.35302 0.7 0.4 -0.4
H -3.63400 -3.41487 0.03188 -0.3 0.3 0.0
H -2.65014 -1.02536 0.72104 -0.3 -0.7 -1.0
O -0.50074 0.36077 -1.89103 0.6 -0.5 -0.1
C -1.45056 1.07897 -1.59616 -1.2 0.6 1.1
N -1.56482 1.48215 -0.26777 1.4 -0.1 -1.5
S -2.96654 2.22423 0.04810 -0.4 -0.3 -2.0
O -3.75680 1.22692 0.67278 -1.3 -0.5 0.9
O -2.82560 3.49577 0.67901 0.3 0.5 0.0
C -3.44351 2.34589 -1.72980 0.0 0.9 0.5
C -4.47001 3.11437 -2.32533 1.1 -1.6 -0.1
C -4.66923 2.92036 -3.69792 0.3 0.6 0.6
C -3.85041 2.06006 -4.44365 -0.5 0.3 2.5
C -2.82845 1.36654 -3.82627 1.8 -0.8 -0.2
C -2.55611 1.55969 -2.45700 -1.1 0.4 -0.6
H -5.07966 3.75379 -1.72762 -0.3 0.3 0.2
H -5.43689 3.51666 -4.19374 0.1 -0.3 0.1
H -4.14505 1.91097 -5.42153 0.0 -0.4 -2.0
H -2.15004 0.69420 -4.41026 -0.8 0.7 0.5
C 0.27905 3.96044 1.57266 -0.7 0.4 1.3
As -0.06017 2.56605 2.92225 -0.5 0.1 -0.1
C -1.80899 2.90930 3.65942 -0.4 0.0 -1.0
C 1.31986 2.95189 4.19068 1.2 0.1 -0.3
S -0.12830 0.41573 2.60561 0.3 0.6 -0.3
H 0.30664 4.84106 2.30029 0.3 -0.9 -1.2
H -0.59352 4.09905 0.92436 0.3 -0.2 0.1
H 1.20634 3.76556 1.03352 -0.1 0.3 0.3
H -2.00426 3.89369 4.05693 0.4 0.4 0.1
H -1.94025 2.15759 4.41307 -0.2 -0.3 0.4
H -2.53201 2.76162 2.83218 0.5 -0.1 0.6
H 2.11247 3.45983 3.58939 -0.5 -0.4 0.6
H 1.77034 2.05195 4.65797 -0.6 0.6 -0.2
H 0.92608 3.66874 4.90745 0.1 -0.1 0.2
```
Forces are in eV/Å.

Atom charges from the Mulliken analysis, given in e for atoms 1 to 8: -0.17 -0.41 0.65 -0.58 -1.03 1.07 0.33 -0.57



- Which of these has the highest total charge?
  C23H24AsN5O3S3Ti



- The highest total charge belongs to which entry?
  C23H24AsN5O3S3Ti